{
  "formula": "C5H14O",
  "method": "ωB97M-V/def2-TZVPD",
  "smiles": "CCCCC.O",
  "relative_energy_ev": 0.5608,
  "charge": 0,
  "total_energy_ha": -274.12145,
  "fmax_ha_per_bohr": 0.032,
  "homo_ev": -11.05,
  "species": ["C", "C", "C", "C", "C", "H", "H", "H", "H", "H", "H", "H", "H", "H", "H", "H", "H", "O", "H", "H"],
  "coordinates": [[0.957, 1.431, 1.787], [-0.175, 0.437, 1.567], [0.336, -0.902, 1.008], [0.566, -0.879, -0.496], [2.037, -1.229, -0.869], [0.554, 2.377, 2.179], [1.553, 1.057, 2.620], [1.613, 1.678, 0.954], [-0.743, 0.323, 2.477], [-0.932, 0.794, 0.851], [1.271, -1.149, 1.514], [-0.359, -1.686, 1.223], [-0.159, -1.499, -1.027], [0.460, 0.100, -0.974], [2.155, -1.749, -1.827], [2.613, -0.317, -1.024], [2.487, -1.870, -0.114], [-3.284, 0.799, -2.526], [-2.448, 0.549, -2.142], [-3.617, 1.491, -1.943]],
  "nbo_charge": [-0.614, -0.385, -0.403, -0.409, -0.605, 0.208, 0.203, 0.207, 0.203, 0.184, 0.194, 0.208, 0.203, 0.193, 0.208, 0.204, 0.201, -0.934, 0.467, 0.467]
}